Entry from the OMol25 dataset: C7H13GaNO2P as an isolated structure (ωB97M-V/def2-TZVPD).

- Max |F|: 0.1178 Eh/bohr
- E_tot: -2745.60532 Ha
- HOMO level: -3.676 eV
- 2S+1: 1
- LUMO: -0.72 eV

Each line ends with the Mulliken charge.
Cartesian coordinates (Å):
1 C 0.04624 -0.87070 -2.23824  0.13
2 C -0.85408 -0.07089 -2.99449  -0.68
3 C -0.15919 1.21305 -3.20445  -0.25
4 C 1.05260 1.18712 -2.36696  -0.53
5 C 1.16686 -0.17259 -1.85023  -0.17
6 Ga -0.77309 1.21635 -1.39119  -1.47
7 P 0.74518 -2.79762 -0.50591  -0.15
8 H -0.26278 -1.89879 -1.97667  0.26
9 H -1.64578 -0.53753 -3.58788  0.47
10 H -0.46221 1.96929 -3.91029  0.48
11 H 1.93924 -0.51281 -1.12917  0.09
12 H 1.90301 1.88678 -2.43553  0.44
13 H 2.01109 -2.31609 -0.02357  0.09
14 H 1.01704 -3.87621 -1.40789  0.09
15 H -0.13410 -3.27485 0.53077  0.06
16 N -0.14745 0.59314 3.85717  -0.20
17 C -1.12594 1.15048 2.88162  -0.67
18 C -0.50015 1.00093 1.48989  1.10
19 O -1.21356 1.48160 0.50512  0.04
20 O 0.60503 0.43795 1.44683  -0.73
21 H -0.58652 -0.17946 4.36752  0.35
22 H 0.08083 1.29509 4.56923  0.35
23 H 0.70215 0.27702 3.34202  0.33
24 H -2.06689 0.59669 2.92943  0.25
25 H -1.33751 2.20207 3.10286  0.28

Entry from the OMol25 dataset: a 2-piece molecular cluster, C2H8N2O overall (ωB97M-V/def2-TZVPD).

- Max |F|: 0.0448 Eh/bohr
- E_tot: -265.47148 Ha
- HOMO level (spin up / spin down): -13.615 / -15.327 eV
- 2S+1: 2
- Charge: +1
- ⟨S²⟩: 0.76
- LUMO (spin up / spin down): -3.50 / -6.30 eV

Each line ends with the Mulliken charge.
Cartesian coordinates (Å):
1 C 0.54855 -1.69607 -0.39039  -0.13
2 C 0.17943 -0.36499 -0.45336  0.07
3 N -0.55012 0.19559 0.51575  -0.24
4 N 0.96595 -2.33496 -1.52888  -0.41
5 H 0.59733 -2.23814 0.54341  0.31
6 H 0.32139 0.16316 -1.38869  0.31
7 H -0.35307 0.00465 1.49345  0.28
8 H -0.82794 1.15742 0.39558  0.22
9 H 1.59604 -1.78139 -2.10383  0.29
10 H 1.46189 -3.19048 -1.28187  0.32
11 H -1.37083 3.80441 2.04382  0.33
12 H -1.38943 3.25733 0.61790  0.31
13 O -1.17916 3.02347 1.53710  -0.66

Entry from the OMol25 dataset: one molecule with the formula C19H15F3N4OS2 (ωB97M-V/def2-TZVPD).

- Max |F|: 0.0535 Eh/bohr
- E_tot: -2123.30076 Ha
- HOMO level: -8.612 eV
- 2S+1: 1
- LUMO: -0.18 eV
- SMILES: Cc1cc(Nc2ncnc3ccsc23)cc(-c2cnc([C@](C)(O)C(F)(F)F)s2)c1

Each line ends with the Mulliken charge.
Cartesian coordinates (Å):
1 F 3.77003 -1.66424 4.18133  -0.26
2 F 5.61087 -0.44601 4.09458  -0.28
3 F 4.69665 -1.24031 2.22282  -0.24
4 N 1.03380 0.17277 3.66161  -0.53
5 N 0.42509 1.18772 -5.23078  -0.71
6 N 0.11350 -1.07230 -4.47155  -0.66
7 O 4.11357 1.43112 2.29396  -0.59
8 S 1.74931 -0.15486 1.15255  -0.28
9 S -2.36379 1.64984 -2.59468  -0.10
10 C 2.09072 0.19412 2.84941  0.14
11 C -0.09520 -0.12968 2.94322  -0.80
12 C -1.96996 3.16380 -3.34213  -0.33
13 C -0.98884 3.01460 -4.28815  -0.67
14 C 0.07442 -0.35625 1.59801  0.16
15 C 0.69835 -0.12213 -5.24233  -0.27
16 C -0.50383 1.62869 -4.41134  0.19
17 C -0.81121 -0.56702 -3.67693  0.53
18 C -0.68318 -0.98995 -0.72483  -0.39
19 C -2.25566 -1.09413 1.10043  -0.66
20 C -2.95414 -1.72348 -1.12893  -0.47
21 C -1.18736 0.77511 -3.58455  0.59
22 C -0.96428 -0.80867 0.65175  1.41
23 C -1.68205 -1.44042 -1.59372  -0.81
24 C -3.28353 -1.46093 0.22082  0.69
25 N -1.41488 -1.59879 -2.95845  -0.12
26 C -4.67689 -1.58396 0.69726  -1.54
27 C 3.48497 1.34218 4.64410  -1.67
28 C 4.40838 -0.71357 3.44276  0.74
29 C 3.51421 0.54485 3.30312  1.18
30 H 4.19944 0.97240 1.43962  0.39
31 H -1.06455 -0.14318 3.37892  0.41
32 H -2.45562 4.09152 -3.12887  0.48
33 H -0.51702 3.82750 -4.86013  0.36
34 H 1.49271 -0.47673 -5.91790  0.40
35 H 0.26422 -0.67602 -1.14185  0.47
36 H -2.53141 -0.97256 2.13105  0.26
37 H -3.75749 -2.02820 -1.78764  0.40
38 H -0.95520 -2.45199 -3.20507  0.33
39 H -4.67055 -1.80934 1.75242  0.40
40 H -5.27100 -2.31694 0.12861  0.37
41 H -5.16876 -0.63020 0.50298  0.29
42 H 4.42014 1.86554 4.75044  0.42
43 H 3.35024 0.69692 5.50718  0.36
44 H 2.71577 2.11319 4.64087  0.41

Entry from the OMol25 dataset: a 2-piece molecular cluster, C4H10FIN overall (ωB97M-V/def2-TZVPD).

- Max |F|: 0.1131 Eh/bohr
- E_tot: -610.25959 Ha
- HOMO level (spin up / spin down): -13.552 / -11.250 eV
- 2S+1: 1
- Charge: +1
- LUMO (spin up / spin down): -3.50 / -5.51 eV

Each line ends with the Mulliken charge.
Cartesian coordinates (Å):
1 C -0.50099 2.83565 1.88829  -0.87
2 C 0.53779 -2.19795 -2.20307  -0.78
3 C -0.69500 -0.40321 -0.98104  -0.80
4 C -0.06374 1.40263 1.80336  0.17
5 N 0.17251 -1.55732 -0.85556  -0.09
6 F -0.63922 0.37542 2.40841  -0.25
7 I 1.95989 0.92127 1.45977  0.09
8 H -1.68108 2.90938 1.82969  0.29
9 H 0.07493 3.28218 1.16787  0.38
10 H -0.47308 3.10054 2.95030  0.31
11 H 1.62951 -2.64443 -2.04262  0.31
12 H -0.22719 -2.89476 -2.34496  0.36
13 H 0.51917 -1.67157 -3.08071  0.36
14 H -0.10269 0.43412 -1.09421  0.49
15 H -1.47006 -0.47291 -0.24181  0.39
16 H -0.27752 -2.10562 -0.17922  0.33
17 H 1.23677 -1.31341 -0.48447  0.31

Entry from the OMol25 dataset: one molecule with the formula C18H28N2O4S (ωB97M-V/def2-TZVPD).

- Max |F|: 0.0181 Eh/bohr
- E_tot: -1511.35379 Ha
- HOMO level: -8.925 eV
- 2S+1: 1
- LUMO: 0.64 eV
- SMILES: COc1ccc(S(=O)(=O)NCCC(=O)NC2CCCCCCC2)cc1

Each line ends with the Mulliken charge.
Cartesian coordinates (Å):
1 C -6.47960 -0.07701 0.72467  -0.87
2 H -6.63939 0.84685 1.28920  0.35
3 O -5.19264 -0.60446 0.94928  -0.42
4 C -4.11144 0.13137 0.59574  0.69
5 C -4.16618 1.40242 0.02495  -0.48
6 C -2.99044 2.05900 -0.29457  -0.95
7 C -1.77120 1.45944 -0.05235  -0.01
8 C -1.69977 0.19795 0.51348  0.17
9 C -2.86718 -0.46119 0.83696  -0.99
10 H -2.84481 -1.44352 1.28018  0.51
11 H -0.74127 -0.25548 0.70805  0.33
12 S -0.30322 2.38421 -0.47695  1.13
13 O -0.67926 3.42930 -1.38515  -0.75
14 O 0.75780 1.50234 -0.86641  -0.46
15 N 0.16874 3.18094 0.91284  -0.35
16 H -0.51719 3.88389 1.13499  0.30
17 C 0.67048 2.44695 2.05853  -0.53
18 C 2.03238 1.82908 1.73326  -0.68
19 C 1.89012 0.38023 1.27715  0.28
20 O 1.05929 -0.36129 1.77165  -0.73
21 N 2.81521 -0.03282 0.39630  -0.19
22 H 3.34124 0.66605 -0.10433  0.36
23 C 2.77492 -1.35677 -0.20356  0.25
24 C 2.13663 -1.31656 -1.60046  -0.95
25 H 1.84580 -0.28701 -1.81635  0.42
26 C 0.87947 -2.18033 -1.72039  -0.39
27 C 0.96054 -3.58676 -1.11958  -0.80
28 H 0.04857 -4.10838 -1.42253  0.50
29 H 0.93510 -3.53163 -0.03032  0.31
30 C 2.16453 -4.43157 -1.55076  -0.79
31 H 1.84334 -5.47647 -1.55533  0.36
32 C 3.40472 -4.35065 -0.64837  -0.63
33 C 4.39632 -3.22890 -0.97543  -0.82
34 H 5.40602 -3.57880 -0.74451  0.43
35 H 4.37337 -3.03913 -2.04958  0.39
36 C 4.19919 -1.92168 -0.20341  -1.18
37 H 4.87024 -1.17178 -0.63307  0.28
38 H 4.50167 -2.07339 0.83548  0.38
39 H 3.93960 -5.29790 -0.75582  0.36
40 H 3.09568 -4.27686 0.39529  0.34
41 H 2.44060 -4.18101 -2.57663  0.36
42 H 0.62960 -2.26383 -2.78120  0.37
43 H 0.05290 -1.65825 -1.23337  0.01
44 H 2.86601 -1.61669 -2.35118  0.58
45 H 2.14837 -1.94288 0.47042  0.42
46 H 2.64946 1.81550 2.63495  0.41
47 H 2.52587 2.42999 0.97197  0.42
48 H 0.76799 3.16010 2.88018  0.47
49 H -0.01501 1.64552 2.36995  0.26
50 H -3.00406 3.03608 -0.75136  0.50
51 H -5.10957 1.88392 -0.17666  0.42
52 H -6.65703 0.10918 -0.33894  0.35
53 H -7.17346 -0.83821 1.07740  0.25

Entry from the OMol25 dataset: a 2-piece molecular cluster, C7H7ClOS overall (ωB97M-V/def2-TZVPD).

- Max |F|: 0.0600 Eh/bohr
- E_tot: -1204.48018 Ha
- HOMO level: -8.976 eV
- 2S+1: 1
- LUMO: 0.06 eV

Each line ends with the Mulliken charge.
Cartesian coordinates (Å):
1 C -1.16660 1.12722 1.83519  -0.55
2 C -0.75122 1.77328 0.70547  -0.13
3 C -1.56121 -0.20571 1.74371  -0.25
4 C -0.66536 1.13343 -0.53642  -0.61
5 C -1.42551 -0.91680 0.53970  -0.45
6 C -0.85355 -0.25776 -0.59514  0.66
7 C 2.38366 -1.27884 -1.91834  -0.53
8 O 2.57464 0.08383 0.31278  -0.47
9 S 2.58662 -1.21216 -0.31760  0.36
10 Cl -0.68675 -1.10864 -2.03955  -0.18
11 H -1.28549 1.77191 2.69060  0.38
12 H -0.45445 2.82400 0.70712  0.31
13 H -1.89049 -0.71250 2.70636  0.27
14 H -0.21115 1.68720 -1.34147  0.31
15 H -1.78866 -1.98452 0.30512  0.25
16 H 2.53652 -0.41569 -2.59416  0.31
17 H 2.65899 -2.30825 -2.20337  0.30

Repeat the sixth record exactly.
Entry from the OMol25 dataset: a 2-piece molecular cluster, C7H7ClOS overall (ωB97M-V/def2-TZVPD).

- Max |F|: 0.0600 Eh/bohr
- E_tot: -1204.48018 Ha
- HOMO level: -8.976 eV
- 2S+1: 1
- LUMO: 0.06 eV

Each line ends with the Mulliken charge.
Cartesian coordinates (Å):
1 C -1.16660 1.12722 1.83519  -0.55
2 C -0.75122 1.77328 0.70547  -0.13
3 C -1.56121 -0.20571 1.74371  -0.25
4 C -0.66536 1.13343 -0.53642  -0.61
5 C -1.42551 -0.91680 0.53970  -0.45
6 C -0.85355 -0.25776 -0.59514  0.66
7 C 2.38366 -1.27884 -1.91834  -0.53
8 O 2.57464 0.08383 0.31278  -0.47
9 S 2.58662 -1.21216 -0.31760  0.36
10 Cl -0.68675 -1.10864 -2.03955  -0.18
11 H -1.28549 1.77191 2.69060  0.38
12 H -0.45445 2.82400 0.70712  0.31
13 H -1.89049 -0.71250 2.70636  0.27
14 H -0.21115 1.68720 -1.34147  0.31
15 H -1.78866 -1.98452 0.30512  0.25
16 H 2.53652 -0.41569 -2.59416  0.31
17 H 2.65899 -2.30825 -2.20337  0.30